Entry 1:
Here is a cluster of 8 separate species, C32H40F24O16 in total at a distorted geometry from OMol25. Energies are from the ωB97M-V functional and the def2-TZVPD basis.

Geometry (Å):
F 3.456 -5.284 2.922
F -1.348 3.578 7.548
F -3.366 -1.250 5.410
F 6.027 1.868 1.618
F 3.839 -4.870 0.819
F 4.398 0.784 0.678
F 6.467 0.190 0.293
F -1.451 -0.117 3.174
F -2.954 3.851 6.077
F -2.457 1.881 6.819
F -5.254 -1.924 4.619
F -0.354 0.249 -3.471
F -0.280 -1.913 3.500
F 3.604 -6.886 1.490
F -1.652 -1.798 1.830
F -5.232 -0.311 6.042
F 7.205 -2.274 -1.134
F -1.988 1.342 -1.275
F -2.277 1.039 0.835
F 6.219 -3.937 -2.116
F 7.720 -2.798 -3.179
F 1.045 1.089 -4.858
F -0.362 -0.363 -5.574
F -2.649 -0.590 -0.584
O -1.026 2.388 -6.102
O 0.276 2.933 5.568
O 0.891 -5.587 2.361
O -4.561 1.373 4.190
O -1.437 2.618 4.191
O -2.088 2.003 -4.158
O 6.823 2.707 -0.986
O -4.474 2.358 -0.430
O 4.702 2.195 -1.445
O -5.097 0.229 -0.685
O 4.444 -2.176 -2.889
O 1.327 -5.556 0.164
O 5.979 -0.596 -3.094
O 1.223 0.124 2.134
O 0.396 -1.183 0.512
O -4.260 -0.263 2.710
C 6.721 -2.711 -2.297
C 0.378 -0.601 1.711
C -4.481 0.111 3.825
C 5.505 2.627 -3.709
C -5.757 2.674 2.533
C 5.644 1.239 0.503
C -0.215 0.649 -4.727
C -4.568 -0.849 5.024
C -0.792 -1.090 2.568
C 2.695 -1.868 0.113
C 4.557 3.046 -2.596
C -0.567 -4.068 -0.117
C 1.801 1.079 5.278
C 5.793 2.153 -0.734
C 5.674 -1.717 -2.808
C 1.651 -5.569 1.446
C -1.188 1.781 -5.101
C -4.412 1.883 -4.614
C 1.281 2.413 4.720
C -2.761 0.719 -0.357
C 3.180 -5.634 1.691
C -1.942 3.066 6.477
C 3.460 -1.469 -3.608
C -1.010 2.889 5.271
C -3.220 2.809 -4.469
C -0.050 -5.506 -0.185
C -7.061 1.258 -1.817
C -4.220 1.196 -0.530
C 3.562 -1.774 -5.118
C -6.492 0.524 -0.589
C -4.438 2.397 3.186
C 1.550 -0.942 -0.301
H 2.176 3.036 4.632
H -8.099 0.931 -1.893
H -1.634 -3.926 -0.274
H -3.355 3.554 -3.684
H 2.632 -2.810 -0.442
H 3.537 2.856 -2.920
H 4.684 4.083 -2.289
H 1.865 0.099 -0.338
H 0.022 -3.503 -0.836
H 2.310 0.550 4.474
H -6.150 1.746 2.111
H 0.962 0.477 5.631
H 4.412 -1.212 -5.504
H -4.629 1.280 -3.732
H 3.592 -1.435 -0.337
H -0.206 -5.941 -1.173
H -6.405 3.041 3.333
H -6.567 1.171 0.291
H -4.239 1.297 -5.516
H -4.040 3.312 3.617
H 0.977 2.401 3.672
H 5.218 3.049 -4.676
H 5.402 1.561 -3.914
H -3.144 3.380 -5.396
H -5.722 3.392 1.717
H 2.644 -1.345 -5.520
H -7.009 -0.389 -0.309
H -5.332 2.462 -4.730
H 2.468 -1.773 -3.268
H -7.026 2.327 -1.634
H 2.857 -2.164 1.146
H -0.406 -3.744 0.910
H 1.260 -1.257 -1.301
H -0.618 -6.213 0.425
H 2.456 1.243 6.131
H 3.415 -0.389 -3.451
H 6.554 2.847 -3.539
H -3.695 2.064 2.462
H -6.566 0.940 -2.731
H 3.650 -2.834 -5.336

Computed properties:
LUMO level = 0.0126 Eh
SMILES = CCOC(=O)C(F)(F)F.CCOC(=O)C(F)(F)F.CCOC(=O)C(F)(F)F.CCOC(=O)C(F)(F)F.CCOC(=O)C(F)(F)F.CCOC(=O)C(F)(F)F.CCOC(=O)C(F)(F)F.CCOC(=O)C(F)(F)F
2S+1 = 1
ΔE to the lowest compared entry with this formula, charge and spin = 105.0 kJ/mol
orbital gap = 11.42 eV
electronic energy = -4844.0873 Eh


Entry 2:
Here is a structure of composition C32H41BrIN9O5PSSr from OMol25. Energies are from the ωB97M-V functional and the def2-TZVPD basis.

Geometry (Å):
I 0.676 0.585 2.491
Sr 0.930 -0.427 -0.614
Br -3.172 -1.647 0.102
S 1.701 -0.408 -3.603
P -1.981 2.316 -0.575
O -0.878 1.327 -0.584
O 1.940 -0.424 -5.022
O 1.019 -6.466 1.425
O 1.686 -2.456 0.201
O 1.247 -1.631 -2.947
N -2.921 2.152 -1.921
N -3.025 2.279 0.705
N 0.370 -3.837 1.542
N -1.356 3.848 -0.497
N -0.640 2.392 -3.975
N -0.822 -3.226 1.233
N 0.642 0.673 -3.129
N 1.726 2.530 -4.103
N 6.924 0.606 -0.852
C 3.667 -0.901 -1.723
C 3.273 -0.105 -2.796
C 3.763 -4.315 0.330
C 4.136 0.890 -3.252
C -3.390 -0.311 5.120
C 5.335 1.123 -2.609
C -0.046 4.134 -1.059
C 1.312 -3.734 0.375
C 2.258 -6.008 1.101
C -0.716 3.570 -4.567
C 5.705 0.373 -1.490
C 2.468 -4.702 0.637
C 4.611 -6.479 0.909
C -3.069 0.871 -2.586
C 0.592 1.888 -3.761
C -4.417 1.897 0.638
C 4.837 -5.186 0.459
C -2.509 2.442 2.054
C -3.423 -1.335 2.868
C -2.553 -2.671 6.298
C -2.774 -2.620 4.930
C -2.647 -1.853 1.916
C -2.744 -1.542 7.080
C 1.612 3.701 -4.708
C -3.168 -0.361 6.486
C -3.766 3.206 -2.420
C -1.367 -2.519 2.135
C -3.179 -1.434 4.319
C 3.327 -6.887 1.236
C 4.864 -0.649 -1.066
C 0.392 4.294 -4.978
C -2.037 5.002 0.042
H -1.433 5.471 0.826
H -3.623 3.315 -3.500
H -2.233 -3.600 6.753
H -3.519 4.156 -1.949
H -2.993 4.712 0.474
H 2.544 4.189 -4.982
H 0.721 -4.138 -0.469
H 0.309 5.251 -5.471
H -4.594 0.962 1.176
H -3.050 3.243 2.574
H -2.250 0.215 -2.304
H -2.606 1.514 2.623
H -3.710 0.616 4.658
H -5.049 2.673 1.089
H 3.903 -3.300 -0.016
H -4.832 3.006 -2.247
H 5.999 1.900 -2.973
H 0.450 -5.669 1.525
H -1.718 3.960 -4.730
H -3.319 0.527 7.087
H 3.127 -7.887 1.600
H 5.837 -4.860 0.204
H -2.220 5.758 -0.734
H 7.272 1.546 -0.943
H -4.297 -0.770 2.570
H 0.440 3.208 -1.352
H -4.027 0.394 -2.339
H 3.848 1.482 -4.106
H -2.566 -1.581 8.147
H -3.006 1.019 -3.666
H -0.897 -2.345 3.103
H 3.067 -1.739 -1.376
H 5.436 -7.173 1.014
H 6.961 0.284 0.103
H -0.121 4.788 -1.935
H -4.729 1.749 -0.392
H 0.579 4.628 -0.309
H 0.831 -3.369 2.328
H 5.143 -1.264 -0.218
H -1.447 2.676 2.033
H -2.645 -3.511 4.328

Computed properties:
LUMO level = 0.0834 Eh
2S+1 = 1
ΔE to the lowest compared entry with this formula, charge and spin = 60.1 kJ/mol
total charge = -1
orbital gap = 7.29 eV
electronic energy = -5755.2511 Eh


2S+1 of number 1 (C32H40F24O16)? 1


2S+1 of number 1 (C32H40F24O16)? 1


Please write out number 2 again, unchanged.
Here is a structure of composition C32H41BrIN9O5PSSr from OMol25. Energies are from the ωB97M-V functional and the def2-TZVPD basis.

Geometry (Å):
I 0.676 0.585 2.491
Sr 0.930 -0.427 -0.614
Br -3.172 -1.647 0.102
S 1.701 -0.408 -3.603
P -1.981 2.316 -0.575
O -0.878 1.327 -0.584
O 1.940 -0.424 -5.022
O 1.019 -6.466 1.425
O 1.686 -2.456 0.201
O 1.247 -1.631 -2.947
N -2.921 2.152 -1.921
N -3.025 2.279 0.705
N 0.370 -3.837 1.542
N -1.356 3.848 -0.497
N -0.640 2.392 -3.975
N -0.822 -3.226 1.233
N 0.642 0.673 -3.129
N 1.726 2.530 -4.103
N 6.924 0.606 -0.852
C 3.667 -0.901 -1.723
C 3.273 -0.105 -2.796
C 3.763 -4.315 0.330
C 4.136 0.890 -3.252
C -3.390 -0.311 5.120
C 5.335 1.123 -2.609
C -0.046 4.134 -1.059
C 1.312 -3.734 0.375
C 2.258 -6.008 1.101
C -0.716 3.570 -4.567
C 5.705 0.373 -1.490
C 2.468 -4.702 0.637
C 4.611 -6.479 0.909
C -3.069 0.871 -2.586
C 0.592 1.888 -3.761
C -4.417 1.897 0.638
C 4.837 -5.186 0.459
C -2.509 2.442 2.054
C -3.423 -1.335 2.868
C -2.553 -2.671 6.298
C -2.774 -2.620 4.930
C -2.647 -1.853 1.916
C -2.744 -1.542 7.080
C 1.612 3.701 -4.708
C -3.168 -0.361 6.486
C -3.766 3.206 -2.420
C -1.367 -2.519 2.135
C -3.179 -1.434 4.319
C 3.327 -6.887 1.236
C 4.864 -0.649 -1.066
C 0.392 4.294 -4.978
C -2.037 5.002 0.042
H -1.433 5.471 0.826
H -3.623 3.315 -3.500
H -2.233 -3.600 6.753
H -3.519 4.156 -1.949
H -2.993 4.712 0.474
H 2.544 4.189 -4.982
H 0.721 -4.138 -0.469
H 0.309 5.251 -5.471
H -4.594 0.962 1.176
H -3.050 3.243 2.574
H -2.250 0.215 -2.304
H -2.606 1.514 2.623
H -3.710 0.616 4.658
H -5.049 2.673 1.089
H 3.903 -3.300 -0.016
H -4.832 3.006 -2.247
H 5.999 1.900 -2.973
H 0.450 -5.669 1.525
H -1.718 3.960 -4.730
H -3.319 0.527 7.087
H 3.127 -7.887 1.600
H 5.837 -4.860 0.204
H -2.220 5.758 -0.734
H 7.272 1.546 -0.943
H -4.297 -0.770 2.570
H 0.440 3.208 -1.352
H -4.027 0.394 -2.339
H 3.848 1.482 -4.106
H -2.566 -1.581 8.147
H -3.006 1.019 -3.666
H -0.897 -2.345 3.103
H 3.067 -1.739 -1.376
H 5.436 -7.173 1.014
H 6.961 0.284 0.103
H -0.121 4.788 -1.935
H -4.729 1.749 -0.392
H 0.579 4.628 -0.309
H 0.831 -3.369 2.328
H 5.143 -1.264 -0.218
H -1.447 2.676 2.033
H -2.645 -3.511 4.328

Computed properties:
LUMO level = 0.0834 Eh
2S+1 = 1
ΔE to the lowest compared entry with this formula, charge and spin = 60.1 kJ/mol
total charge = -1
orbital gap = 7.29 eV
electronic energy = -5755.2511 Eh


Number 1 is which compound? C32H40F24O16